This record from the Open Molecules 2025 dataset describes a 10-piece molecular cluster, C48H117N7O12S3 overall. The level of theory is the ωB97M-V functional and the def2-TZVPD basis.

Output
gap between HOMO and LUMO	7.909	eV
net charge	0
LUMO energy	0.1	eV
structure (SMILES)	O=S1(=O)OCCO1.O=S1(=O)OCCO1.O=S1(=O)OCCO1.CCN(CC)CC.CCN(CC)CC.CCN(CC)CC.CCN(CC)CC.CCN(CC)CC.CCN(CC)CC.CCN(CC)CC
F_max	0.1153	hartree/bohr
ΔE to the lowest compared entry with this formula, charge and spin	198.8	kcal/mol

XYZ file:
```
187
Properties=species:S:1:pos:R:3:forces:R:3
O 5.1325 -9.0411 -0.0259 -2.7 0.5 1.6
S 3.8398 -8.9989 0.6731 0.5 -1.8 -0.5
O 3.7828 -8.7154 2.1208 -0.3 -0.2 -3.8
O 2.7021 -8.1864 -0.2327 2.5 1.6 1.9
C 1.9942 -8.9665 -1.1377 -1.7 -0.8 0.4
C 1.8147 -10.2420 -0.3095 0.6 -1.0 -0.3
O 3.0863 -10.4551 0.3137 1.3 1.5 1.0
H 1.0367 -8.4526 -1.2233 -0.1 -0.1 -0.1
H 2.3926 -9.0459 -2.1491 0.7 -0.2 0.3
H 1.6917 -11.1894 -0.8344 -0.4 0.3 -0.4
H 1.0605 -10.1461 0.4716 -0.1 0.2 -0.2
O 0.9932 -6.0360 -6.8164 3.6 0.6 -1.0
S 2.2778 -6.2048 -7.5046 1.3 0.5 -1.7
O 2.4171 -7.3615 -8.3625 -0.2 1.0 1.3
O 2.8269 -4.8989 -8.3887 -2.1 -0.6 -1.2
C 4.2223 -5.1145 -8.7570 -0.1 -0.8 1.7
C 4.7171 -5.2925 -7.2997 0.4 1.5 -0.6
O 3.6642 -6.0166 -6.6379 -0.7 -1.0 1.5
H 4.4311 -6.0141 -9.3360 -0.7 0.1 -0.3
H 4.5619 -4.2174 -9.2748 -0.1 -0.1 0.3
H 4.8469 -4.2618 -6.9696 -1.1 0.2 0.8
H 5.7121 -5.6363 -7.0171 -0.3 -1.3 -0.6
O 11.7950 -6.0076 0.7139 -1.9 3.1 0.6
S 11.1193 -4.7658 1.1094 0.2 0.4 1.4
O 11.1502 -4.3582 2.5557 -0.1 -0.9 -4.5
O 11.5505 -3.5232 0.0398 2.9 -4.8 2.0
C 10.6163 -2.5786 -0.0161 -2.1 1.2 -2.4
C 9.1999 -3.3813 0.1269 1.0 3.5 1.2
O 9.5298 -4.6543 0.5599 1.3 -1.5 0.8
H 10.9885 -1.7381 0.5695 -1.4 0.1 0.9
H 10.6886 -2.2297 -1.0462 -0.3 0.3 -0.2
H 8.5080 -3.3318 -0.7139 0.8 -0.7 -0.5
H 8.6990 -2.7453 0.8568 -0.4 -0.7 0.7
C 4.6555 2.2660 6.1106 -0.6 -0.5 0.0
C 6.1031 2.4842 6.3988 0.2 0.9 -0.6
N 6.8385 2.3132 5.1456 1.2 -0.7 -0.5
C 6.7961 3.4436 4.1987 -1.0 -0.9 -0.2
C 6.9638 2.9841 2.7406 0.5 0.4 0.6
C 8.1463 1.6015 5.2392 -1.4 -0.1 1.2
C 9.3162 2.4229 5.7266 -0.3 0.7 -1.5
H 4.4195 1.3096 5.6440 0.3 -0.2 0.1
H 4.4230 3.0295 5.3682 -0.8 0.0 0.4
H 4.0996 2.3066 7.0473 -0.4 0.5 -0.2
H 6.1424 3.5302 6.7031 0.4 0.4 0.3
H 6.4379 1.9405 7.2822 0.5 -0.5 -0.5
H 5.7924 3.8589 4.1078 -0.3 0.0 0.9
H 7.4132 4.2885 4.5040 0.5 0.1 -0.2
H 6.1656 2.2962 2.4619 0.2 -0.3 0.3
H 6.8070 3.8554 2.1047 0.5 0.0 -0.2
H 7.9505 2.5396 2.6100 -0.1 0.0 -0.5
H 8.3904 1.0567 4.3273 -0.1 0.3 -0.3
H 7.9876 0.8164 5.9786 -0.2 -0.2 0.0
H 9.5083 3.1009 4.8951 0.7 0.2 -0.1
H 10.1707 1.7576 5.8501 0.1 0.4 0.5
H 9.0603 3.1098 6.5334 0.2 -0.6 0.5
C -6.2579 -6.7004 8.0572 -0.5 -1.1 0.7
C -5.8822 -5.3807 7.4660 -1.1 -0.9 -0.2
N -4.6111 -4.9718 7.9389 1.4 1.2 1.1
C -4.5197 -4.5600 9.3859 -0.8 1.4 -1.2
C -5.1525 -3.1483 9.6793 0.4 -0.5 0.0
C -4.0816 -3.9783 7.0185 0.8 0.0 -0.4
C -3.7510 -4.6040 5.6773 0.6 0.2 -0.9
H -5.5487 -7.4253 7.6576 0.3 -0.1 0.6
H -7.2196 -7.1362 7.7862 -0.3 0.6 -0.3
H -6.2808 -6.6630 9.1464 0.3 -0.3 0.0
H -5.7990 -5.6583 6.4152 0.0 0.9 -0.3
H -6.6474 -4.6183 7.6119 -0.3 0.2 -0.2
H -5.0038 -5.3068 10.0151 0.1 0.0 -0.1
H -3.4733 -4.4771 9.6799 0.1 -0.3 -0.3
H -6.2405 -3.1372 9.6135 0.0 -0.1 0.1
H -4.8234 -2.7996 10.6581 -0.3 -0.3 0.3
H -4.7844 -2.3541 9.0298 0.1 -0.3 -0.4
H -3.1724 -3.5007 7.3836 0.1 -0.3 0.5
H -4.7125 -3.1261 6.7661 -0.7 0.2 0.5
H -3.4865 -5.6582 5.7587 -0.2 0.0 0.0
H -2.8877 -4.1023 5.2401 0.3 0.0 0.1
H -4.5052 -4.4187 4.9125 -0.3 -0.5 0.2
C -5.1235 3.0499 5.2879 -0.2 -0.9 -0.2
C -5.5052 2.6115 6.7058 0.3 1.8 0.1
N -4.7698 3.3447 7.7577 0.5 -2.0 1.0
C -3.3823 2.8664 7.6378 -0.3 0.2 -0.1
C -2.5702 2.8220 8.8833 0.8 0.9 1.3
C -4.9005 4.8029 7.8488 1.1 -1.8 0.1
C -6.3308 5.1598 7.9002 -1.3 1.5 -0.4
H -4.1216 2.7415 4.9892 0.0 -0.1 0.0
H -5.2001 4.1198 5.0940 -0.2 0.0 0.2
H -5.8570 2.5111 4.6881 0.2 0.2 -0.6
H -6.5819 2.7765 6.7478 0.0 -0.2 0.6
H -5.2485 1.5697 6.8977 -0.5 0.0 -0.3
H -3.3271 1.8878 7.1611 -0.3 0.0 -0.1
H -2.8558 3.5554 6.9773 0.3 0.1 -0.4
H -1.5217 2.6653 8.6298 0.1 0.2 -0.1
H -2.6747 3.8009 9.3512 0.4 0.2 0.2
H -2.7343 2.1300 9.7093 -0.8 -0.5 -0.5
H -4.3172 5.1358 6.9902 -0.3 1.2 -0.3
H -4.4390 5.2198 8.7439 0.5 -0.6 0.1
H -7.0061 4.4251 8.3388 0.3 -0.5 -0.5
H -6.5977 5.4673 6.8892 -0.8 -0.2 0.1
H -6.5206 6.0141 8.5500 0.3 0.3 -0.2
C -3.1507 8.0775 -0.2047 0.3 -1.2 0.0
C -2.0846 8.6255 0.7936 0.5 -0.3 -1.5
N -0.7338 8.2172 0.3762 1.1 1.3 0.4
C -0.4099 6.7977 0.3621 0.3 1.1 -0.6
C 0.5380 6.6220 -0.7999 1.6 -2.5 -0.2
C 0.3538 8.8430 1.2638 -1.6 0.8 0.1
C 0.4748 10.4323 1.2749 -0.6 -1.4 -0.2
H -2.8898 7.9617 -1.2566 0.9 0.7 0.0
H -4.1421 8.5239 -0.2822 0.1 0.3 0.8
H -3.2639 7.0204 0.0356 -0.5 -0.1 0.3
H -2.0462 9.7140 0.7521 -0.4 -0.1 0.5
H -2.2605 8.2237 1.7915 -0.5 0.3 0.4
H -1.2370 6.0922 0.2834 -0.3 0.5 0.1
H 0.1670 6.6201 1.2697 -0.3 -0.8 0.3
H 0.4362 5.6103 -1.1925 -0.6 -0.1 -0.6
H 1.5370 6.4228 -0.4119 0.5 0.8 0.1
H 0.6240 7.3211 -1.6318 -0.6 0.2 0.5
H 0.0968 8.4445 2.2453 -0.4 0.7 0.8
H 1.3263 8.3524 1.2233 0.1 0.2 -1.3
H -0.4476 10.9494 1.0106 -0.3 -0.4 0.2
H 0.6985 10.7316 2.2989 0.4 0.2 -0.2
H 1.1627 10.8391 0.5337 0.5 -0.3 0.3
C 2.3326 0.6830 -11.3569 -0.4 0.0 -0.8
C 0.9492 1.0172 -11.8990 -0.4 0.0 -0.9
N -0.1956 0.5525 -11.0939 2.6 1.2 -0.6
C 0.0000 1.0703 -9.6837 -1.7 -0.5 -1.2
C -0.3625 2.6149 -9.5015 1.0 -2.0 -0.9
C -0.3114 -0.9290 -11.2811 -2.2 2.2 1.5
C -1.7565 -1.1995 -10.8154 0.8 -2.5 -1.0
H 2.2673 -0.2838 -10.8578 0.4 0.3 0.6
H 2.6230 1.5742 -10.8007 0.6 -0.7 0.6
H 3.0176 0.5431 -12.1931 0.1 0.2 0.0
H 0.9482 2.0929 -12.0750 -0.5 0.2 0.2
H 0.8073 0.5922 -12.8927 0.1 -0.1 -0.1
H -0.7608 0.4256 -9.2435 0.3 0.4 1.2
H 1.0088 0.8563 -9.3306 -0.1 -0.2 0.3
H -1.0114 2.7179 -8.6318 0.0 0.3 -0.3
H 0.5675 3.1722 -9.3893 -0.1 0.1 0.3
H -0.7859 2.9322 -10.4545 -0.5 0.2 0.3
H 0.3619 -1.5520 -10.6924 0.3 0.0 0.1
H -0.2232 -1.1762 -12.3391 0.2 0.2 0.1
H -2.5485 -0.6866 -11.3612 0.3 0.6 0.5
H -1.8425 -1.2926 -9.7328 -0.3 0.5 -0.1
H -1.8577 -2.2202 -11.1842 -0.6 -0.6 0.3
C 2.3778 -2.0587 1.1544 -0.7 -1.3 0.1
C 1.6668 -2.6225 -0.1023 -0.8 1.7 0.0
N 0.7919 -1.6350 -0.7906 0.3 0.0 0.6
C -0.4425 -1.2364 -0.0806 0.6 0.3 -0.9
C -0.5128 0.2920 0.0676 0.7 -0.5 1.1
C 0.6070 -1.9299 -2.2034 -0.6 -0.3 2.1
C 1.8145 -1.6249 -2.9776 1.0 1.6 -1.4
H 2.7649 -2.9767 1.5965 0.7 0.1 0.3
H 1.6939 -1.7180 1.9318 -0.3 0.3 -0.3
H 3.1653 -1.3152 1.0319 -0.1 -0.1 -0.4
H 2.4241 -2.9903 -0.7946 -0.1 0.1 -0.1
H 1.0387 -3.4720 0.1656 0.1 -0.4 0.4
H -1.3173 -1.5344 -0.6585 -0.2 -0.5 0.1
H -0.4820 -1.7118 0.8995 0.0 0.0 0.0
H 0.5096 0.5905 0.2996 0.0 0.3 -0.1
H -0.8753 0.8612 -0.7884 -0.1 -0.3 0.0
H -1.0805 0.5003 0.9745 -0.4 0.4 -0.2
H -0.2776 -1.3838 -2.5310 0.2 0.2 -0.2
H 0.3510 -2.9842 -2.3087 -0.2 -0.5 -0.3
H 1.4190 -1.3628 -3.9590 0.8 -0.9 -0.8
H 2.6685 -2.2969 -2.8929 -0.5 -0.7 -0.6
H 2.3215 -0.6856 -2.7571 -0.5 0.4 0.8
C -5.1097 2.3069 -4.3733 -0.1 0.6 2.0
C -5.2294 1.4390 -5.5645 -1.1 -0.5 -1.1
N -6.5035 0.6332 -5.6634 1.0 3.4 3.7
C -6.7289 -0.1094 -6.8376 1.2 -0.1 0.7
C -7.0094 0.8943 -7.8764 -1.1 0.4 -2.5
C -6.9040 0.0978 -4.3735 0.3 -1.7 -1.0
C -5.8819 -0.9786 -3.8141 -1.5 1.0 0.2
H -5.9792 2.8997 -4.0891 -0.2 0.2 -0.6
H -4.2699 2.9845 -4.5270 0.0 0.1 0.1
H -4.9153 1.7739 -3.4427 0.3 -0.3 0.0
H -5.1043 2.1717 -6.3618 -0.5 -0.5 -0.7
H -4.3095 0.8547 -5.5854 0.1 -0.7 -0.2
H -5.7950 -0.6689 -6.8908 0.0 -0.8 -1.4
H -7.5802 -0.7868 -6.7716 0.1 -0.1 0.4
H -7.2747 0.4084 -8.8154 0.4 -0.1 -0.4
H -7.9401 1.4188 -7.6601 0.0 0.1 0.5
H -6.2683 1.6654 -8.0870 0.2 -0.3 0.2
H -7.8803 -0.2987 -4.6521 -0.1 -0.8 0.6
H -7.1511 0.8169 -3.5925 0.5 0.4 -0.2
H -5.8551 -1.8995 -4.3966 0.1 0.2 -0.1
H -6.2234 -1.2208 -2.8077 0.2 -0.2 0.1
H -4.9010 -0.5104 -3.7314 0.1 -0.2 -0.1
```
Positions in Å, forces in eV/Å.

Here are the Löwdin charges for atoms 1 to 8, given in e: O -0.26; S 0.77; O -0.25; O -0.22; C -0.19; C -0.17; O -0.22; H 0.13